(A)
Formula: C4H2N4
Source: OMol25
Level of theory: ωB97M-V/def2-TZVPD

Calculated values
SMILES: [H]/N=C1\C=NC(C#N)=N1
Orbital gap, eV: 8.291
HOMO level, eV: -10.86

Atoms and positions in Å:
N: -0.132 0.783 -0.592
N: -0.094 -1.069 0.728
N: 3.198 -0.805 -0.374
N: -2.222 1.686 -0.220
C: -1.227 -0.553 0.848
C: -1.392 0.691 -0.011
C: 0.545 -0.317 -0.190
C: 2.005 -0.638 -0.497
H: -1.765 -0.837 1.844
H: -3.067 1.572 0.463

(B)
Formula: C4H2N4
Source: OMol25
Level of theory: ωB97M-V/def2-TZVPD

Calculated values
SMILES: N#C/C=N/N=C/C#N
Orbital gap, eV: 9.284
HOMO level, eV: -11.09

Atoms and positions in Å:
N: 0.196 -0.241 -0.602
N: -0.229 0.294 0.599
N: 0.678 -2.989 -2.674
N: -0.690 2.946 2.688
C: 0.046 -1.558 -0.609
C: 0.473 -2.301 -1.755
C: -0.421 2.344 1.719
C: -0.038 1.517 0.636
H: 0.294 1.994 -0.284
H: -0.335 -2.080 0.265

Winner for stability: (B)

(A)
Formula: C3H8N3
Source: OMol25
Level of theory: ωB97M-V/def2-TZVPD

Calculated values
SMILES: N[C@H]1N=CC[NH2+]1
Orbital gap, eV: 10.543
Charge: +1
HOMO level, eV: -14.30

Atoms and positions in Å:
N: 0.296 -0.937 -0.280
N: -0.515 0.829 -1.714
N: 0.454 1.338 0.786
C: 0.027 0.539 1.630
C: 0.394 0.465 -0.739
C: -0.252 -0.901 1.083
H: 0.139 -1.594 1.790
H: -1.450 1.127 -1.387
H: 1.232 -1.212 -0.222
H: -0.082 1.528 -2.317
H: -1.378 -0.943 0.835
H: -0.157 0.889 2.634
H: -0.187 -1.669 -0.989
H: 1.478 0.542 -1.110

(B)
Formula: C3H8N3
Source: OMol25
Level of theory: ωB97M-V/def2-TZVPD

Calculated values
Orbital gap, eV: 9.711
Charge: +1
HOMO level, eV: -13.81

Atoms and positions in Å:
N: -1.155 -1.097 0.027
N: 1.163 -1.346 -0.007
N: -0.552 1.205 -0.078
C: -1.533 0.270 0.414
C: -2.186 -0.633 -0.471
C: 1.721 -0.236 -0.145
H: 1.082 0.560 -0.378
H: -0.763 2.104 0.248
H: 0.158 -1.549 -0.195
H: -1.906 0.334 1.441
H: -0.402 1.297 -1.163
H: 2.705 -0.064 0.104
H: -2.998 -0.684 -1.277
H: 1.611 -2.113 0.350

Winner for stability: (A)

(A)
Formula: C3H8N3
Source: OMol25
Level of theory: ωB97M-V/def2-TZVPD

Calculated values
SMILES: [H]/N=C/C(N)=[NH+]/C
Orbital gap, eV: 10.783
Charge: +1
HOMO level, eV: -15.34

Atoms and positions in Å:
N: -0.275 0.398 0.667
N: -1.023 -0.193 -2.815
N: 0.881 -0.872 -0.918
C: -0.106 -0.106 -0.524
C: -1.142 0.200 -1.620
C: 0.588 0.212 1.812
H: 1.226 1.086 1.950
H: 1.631 -1.197 -0.324
H: -1.067 1.013 0.814
H: -1.991 0.784 -1.245
H: -0.027 0.092 2.704
H: 1.209 -0.672 1.696
H: -1.770 0.061 -3.452
H: 0.874 -1.145 -1.895

(B)
Formula: C3H8N3
Source: OMol25
Level of theory: ωB97M-V/def2-TZVPD

Calculated values
SMILES: [NH3+]N1CC=NC1
Orbital gap, eV: 10.186
Charge: +1
HOMO level, eV: -14.17

Atoms and positions in Å:
N: -0.285 -1.001 1.368
N: 0.631 -0.250 0.529
N: 0.155 0.072 -1.813
C: 0.831 -0.743 -0.851
C: -0.436 1.094 -1.358
C: -0.180 1.321 0.094
H: -0.922 -1.808 0.910
H: 2.002 -0.494 -0.846
H: -1.071 1.635 0.622
H: 0.654 -1.833 -1.163
H: -0.951 -0.359 1.763
H: 0.060 -1.485 2.228
H: 0.556 2.059 0.372
H: -1.043 1.791 -1.856

Winner for stability: (A)